The following is a DFT calculation (wB97M-V/def2-TZVPD) of a structure of composition C19H17Cl18FI2O4.

Values from the calculation:
**E_HOMO**: -0.33671 Eh
**LUMO level**: -0.0612 hartree
**Frontier orbital gap**: 0.2755 hartree

Positions of all 61 atoms, in Å:
1 O 0.85384 -1.39327 0.08981
2 Cl -1.52047 1.64176 -7.87789
3 Cl -6.47883 1.98429 0.75016
4 C 1.63684 3.83346 2.58049
5 O 0.21368 3.58669 -0.32748
6 Cl -3.15587 1.15909 -5.52725
7 C 0.78385 2.80889 2.56309
8 Cl 3.47696 -8.28249 -3.64144
9 Cl 4.17187 -5.53590 -3.01474
10 Cl 3.01542 0.14616 -3.09718
11 Cl 2.91554 -7.18957 -1.00632
12 H 1.77461 4.87026 0.72863
13 O -0.96722 -0.65066 -1.87290
14 H -3.81372 -1.44589 -0.17231
15 Cl -0.59865 -2.29250 6.15417
16 H -2.42991 3.21156 -6.39719
17 F 1.11000 -0.03275 2.46666
18 O -3.34528 3.38462 -1.24326
19 H 1.13358 -3.84699 6.28107
20 C -1.47598 2.13124 -2.15349
21 H -2.19006 1.40940 -2.57747
22 H -2.93176 0.03283 0.13920
23 H -2.39308 -2.11185 -1.97318
24 Cl 2.87355 -4.62411 0.95415
25 H -4.76953 3.55828 1.05768
26 C 2.43198 4.22329 1.33364
27 C -2.33531 -1.05713 -1.64842
28 C 3.01974 -6.83964 -2.73164
29 C -0.46052 0.23796 -0.97339
30 C -5.12496 2.70485 1.62376
31 I 1.89909 5.00454 4.35924
32 Cl -5.63945 3.26705 3.21656
33 C -2.80162 -0.99524 -0.20039
34 H 2.78179 3.36840 0.74148
35 C 0.15231 -3.77490 6.73953
36 H 3.25715 4.88101 1.65401
37 C 0.69376 0.60460 1.40028
38 C -1.97440 2.23537 -6.28094
39 Cl 4.57605 -2.10412 -2.17619
40 H -3.04657 -0.52189 -2.30746
41 H 2.01889 -2.66663 1.89406
42 C 0.52602 1.93014 1.33709
43 Cl 5.15257 0.55683 -1.16577
44 Cl 0.36252 -3.74552 8.49238
45 C 0.41687 -0.28718 0.16272
46 Cl 4.32022 -2.22324 1.70934
47 H -2.19724 -1.60666 0.49100
48 Cl -0.54790 2.40988 -5.25078
49 C 0.04999 2.45506 0.00011
50 H 2.04265 -6.51849 -3.07232
51 H -0.78578 2.37890 -2.98879
52 C -2.27524 3.38773 -1.76397
53 I -0.35027 2.32093 4.34550
54 C -0.63079 1.55772 -1.03077
55 Cl -3.79630 1.54908 1.77122
56 H -1.77949 4.37289 -1.95715
57 C 3.89195 -0.54624 -1.72954
58 Cl 2.95502 -3.77962 3.73686
59 H 3.18981 -0.70288 -0.91815
60 C 2.91959 -3.24990 2.04998
61 Cl -0.80152 -5.17948 6.25393


The following is a DFT calculation (wB97M-V/def2-TZVPD) of a structure of composition C8H18ClIO2PSV.

Values from the calculation:
**E_HOMO (alpha / beta)**: -0.60334 / -0.61420 Eh
**LUMO level (alpha / beta)**: -0.3840 / -0.3850 hartree
**Charge**: +2
**Frontier orbital gap (alpha / beta)**: 0.2193 / 0.2292 hartree
**2S+1**: 3
**Relative energy (zero: lowest compared OMol25 entry of this formula, charge and spin)**: 15.2 kcal per mole
**Expectation value of S²**: 2.247

Positions of all 33 atoms, in Å:
1 C 2.86798 0.67119 -1.21955
2 H 2.25244 0.77268 -4.15662
3 H -2.35079 0.19528 1.33569
4 H -2.13220 2.06989 -2.67130
5 H 1.02780 -0.51989 -4.35194
6 C -2.45660 1.15069 -3.21742
7 H 2.68952 -0.94854 -3.81538
8 C -1.43756 -0.31708 -1.45422
9 C -1.59168 -0.02684 -2.95563
10 C 1.89731 -0.18883 -3.77089
11 H 3.72040 0.46650 -1.88225
12 I 0.11591 3.57953 0.07233
13 O -2.06478 -1.08914 -0.77593
14 H -2.45460 1.36161 -4.29178
15 H 0.88622 0.63356 3.01675
16 H -3.48867 0.91610 -2.90724
17 C -1.52338 0.76181 1.77294
18 H 2.15863 0.41437 1.78032
19 O -1.18888 -0.87107 -3.76286
20 C 1.23099 -1.73292 -1.52348
21 S -0.03042 0.32250 0.86627
22 P 1.38520 0.00560 -2.03551
23 H -1.71071 1.84000 1.71706
24 H -1.35262 0.44191 2.80738
25 H 2.13388 -2.26043 -1.85887
26 V -0.40591 1.60051 -1.43939
27 C 1.21832 0.92046 2.01414
28 Cl 0.31513 2.66253 -3.29739
29 H 1.33278 2.00695 1.93472
30 H 3.02549 0.19250 -0.24518
31 H 2.75965 1.75506 -1.08513
32 H 1.11886 -1.80882 -0.43583
33 H 0.34550 -2.16199 -2.01109


Number 1: DFT total energy -272487.63057 eV. Number 2: DFT total energy -79099.35733 eV.